Below is 10 unconnected molecules or ions with the total composition C60H140N14O10P2, with properties calculated with wB97M-V/def2-TZVPD.

Last column: Löwdin charge in e.
Element x y z (Å)
1 C -0.41599 3.11929 -5.38231  -0.319
2 O 0.32757 2.60124 -6.22957  -0.027
3 N 0.06359 4.00452 -4.46257  -0.171
4 C 1.45324 4.53948 -4.48202  -0.029
5 C -0.78840 4.68774 -3.51137  -0.064
6 H -1.48120 2.88055 -5.23897  0.131
7 H 1.87556 4.31407 -5.46127  0.080
8 H 2.07048 3.88348 -3.86821  0.059
9 H 1.69002 5.56455 -4.19692  0.092
10 H -0.78423 5.76005 -3.70693  0.086
11 H -1.78502 4.26572 -3.64076  0.075
12 H -0.50855 4.66149 -2.45824  0.080
13 C 0.58298 5.10211 0.52533  -0.304
14 O 0.14672 6.24512 0.34139  -0.053
15 N 0.81941 4.86608 1.85967  -0.187
16 C 1.66798 3.76183 2.31898  -0.061
17 C 0.22113 5.72081 2.90150  -0.032
18 H 0.94266 4.31350 -0.15358  0.110
19 H 2.56034 4.19295 2.77276  0.084
20 H 2.06622 3.10400 1.54647  0.057
21 H 1.08035 3.24058 3.07468  0.058
22 H 0.34025 5.28740 3.89452  0.081
23 H 0.75359 6.65774 2.73793  0.086
24 H -0.83580 5.93168 2.73859  0.070
25 C 5.59148 -3.30166 -2.61256  -0.347
26 O 4.74917 -3.57346 -3.49065  -0.030
27 N 6.92864 -3.38834 -2.83150  -0.195
28 C 7.78574 -2.72614 -1.80332  -0.064
29 C 7.55057 -3.79682 -4.13426  -0.018
30 H 5.31628 -3.03882 -1.57942  0.113
31 H 8.45145 -3.54842 -1.54106  0.077
32 H 7.09410 -2.53578 -0.98265  0.066
33 H 8.40025 -1.94452 -2.25004  0.074
34 H 6.71056 -4.14023 -4.73803  0.080
35 H 7.55577 -2.82136 -4.62061  0.082
36 H 8.53106 -4.26527 -4.04875  0.087
37 C 1.24213 -3.16609 -4.70735  -0.306
38 O 1.79562 -2.70659 -5.73572  -0.023
39 N 0.92482 -4.45640 -4.40849  -0.163
40 C 0.41821 -4.79647 -3.12432  -0.104
41 C 1.05434 -5.52711 -5.43122  -0.021
42 H 0.92099 -2.47798 -3.91012  0.106
43 H -0.58505 -5.18136 -2.94150  0.063
44 H 0.41359 -3.97832 -2.40410  0.063
45 H 1.10234 -5.45727 -2.59199  0.081
46 H 1.45901 -5.28364 -6.41360  0.088
47 H 1.52313 -6.34566 -4.88503  0.083
48 H 0.07340 -5.90416 -5.72048  0.070
49 O 0.76465 1.87351 -0.67992  -0.295
50 P 0.93058 0.41443 -0.85426  0.570
51 N 2.42259 -0.12561 -0.25269  -0.280
52 C 3.08632 0.27878 1.00384  -0.115
53 C 2.92794 -1.44715 -0.64988  -0.147
54 N 0.58450 -0.16228 -2.39536  -0.269
55 C 1.39880 0.40784 -3.40573  -0.142
56 C -0.76338 -0.51820 -2.89064  -0.092
57 N -0.11533 -0.51117 0.10822  -0.275
58 C -0.19298 -1.98343 0.14334  -0.123
59 C -0.89608 0.13063 1.18826  -0.089
60 H 4.16108 0.41570 0.88442  0.066
61 H 2.88527 -0.44177 1.79661  0.052
62 H 2.42256 1.05575 1.38311  0.048
63 H 3.49254 -1.48246 -1.58159  0.058
64 H 2.12131 -2.16223 -0.81149  0.048
65 H 3.48726 -1.84110 0.19868  0.051
66 H 2.41809 0.02313 -3.37201  0.076
67 H 1.11001 0.28667 -4.44977  0.093
68 H 1.49266 1.47897 -3.22688  0.061
69 H -1.24163 -1.29482 -2.29379  0.055
70 H -1.48554 0.28782 -3.02068  0.084
71 H -0.64291 -0.96464 -3.87769  0.058
72 H -0.13753 -2.59182 -0.75936  0.049
73 H 0.53127 -2.35635 0.86756  0.057
74 H -1.15951 -2.16648 0.61284  0.058
75 H -0.69218 -0.39155 2.12306  0.065
76 H -1.94964 0.22090 0.92373  0.062
77 H -0.59306 1.17217 1.29537  0.064
78 O 1.45685 3.14522 5.51999  -0.299
79 P 1.77316 1.98757 6.41527  0.544
80 N 0.86181 1.97247 7.74412  -0.306
81 C 1.00577 3.00201 8.78649  -0.100
82 C -0.19606 0.94557 8.01234  -0.088
83 N 3.48284 1.89374 6.72417  -0.295
84 C 4.19436 0.94792 7.64506  -0.126
85 C 4.38568 2.60950 5.90520  -0.171
86 N 1.51469 0.44638 5.73985  -0.295
87 C 1.26612 0.38467 4.28660  -0.120
88 C 1.92464 -0.83067 6.45271  -0.168
89 H 0.09196 3.58783 8.88577  0.076
90 H 1.80640 3.69073 8.51675  0.077
91 H 1.17351 2.44390 9.70762  0.077
92 H -0.99809 1.41670 8.58057  0.080
93 H 0.22286 0.06942 8.50729  0.057
94 H -0.51958 0.53444 7.05609  0.067
95 H 4.96904 1.48004 8.19716  0.073
96 H 3.49550 0.53225 8.37094  0.057
97 H 4.55790 0.02024 7.20307  0.059
98 H 3.89792 3.19256 5.12403  0.066
99 H 4.99502 3.22031 6.57132  0.076
100 H 4.99955 1.92042 5.32515  0.071
101 H 0.31714 0.88844 4.10289  0.066
102 H 2.06917 0.91666 3.77651  0.060
103 H 1.11047 -0.63210 3.92596  0.064
104 H 1.30514 -1.68996 6.19592  0.052
105 H 1.87659 -0.83803 7.54163  0.044
106 H 2.96453 -1.01476 6.18283  0.044
107 C -5.13362 -3.56869 1.85829  -0.017
108 C -5.26838 -2.96403 3.29932  -0.547
109 C -5.52440 -4.15696 4.21320  -0.149
110 C -4.36447 -5.10718 4.60046  -0.158
111 C -3.31523 -4.13361 5.19393  -0.186
112 C -2.92487 -2.90491 4.39754  -0.449
113 N -4.11312 -2.22991 3.74473  -0.131
114 O -3.70915 -1.18933 2.95188  -0.012
115 C -2.31598 -1.82615 5.36964  -0.042
116 C -1.76726 -3.33201 3.41086  -0.064
117 C -6.41332 -2.04364 3.42211  -0.044
118 H -6.08665 -3.87407 1.42635  0.072
119 H -4.86321 -2.66626 1.31001  0.065
120 H -4.38455 -4.35175 1.74078  0.080
121 H -5.95760 -3.80557 5.14966  0.110
122 H -6.39911 -4.63723 3.77466  0.115
123 H -4.55623 -5.96405 5.24631  0.107
124 H -3.87668 -5.53156 3.72293  0.086
125 H -2.43954 -4.72751 5.45573  0.109
126 H -3.76582 -3.86053 6.14812  0.110
127 H -1.66998 -1.20917 4.74505  0.059
128 H -1.69888 -2.34650 6.10213  0.067
129 H -3.11101 -1.24919 5.84203  0.078
130 H -1.88211 -2.63536 2.58045  0.043
131 H -2.19535 -4.22971 2.96481  0.055
132 H -0.77316 -3.43683 3.84543  0.057
133 H -6.20490 -1.15270 2.82974  0.062
134 H -7.27890 -2.39926 2.86318  0.092
135 H -6.71837 -1.76700 4.43132  0.098
136 H -4.39796 -0.57118 3.20688  0.092
137 C 9.41581 2.99620 -1.75614  -0.070
138 C 8.16438 2.40086 -2.25944  -0.514
139 C 7.91105 1.15812 -1.32659  -0.100
140 C 6.44377 0.49060 -1.45728  -0.141
141 C 5.35743 1.58896 -1.47269  -0.150
142 C 5.57483 2.85942 -2.34434  -0.441
143 N 6.96763 3.25497 -2.24854  -0.146
144 O 7.13870 4.44610 -2.88291  0.004
145 C 5.10451 2.49211 -3.85036  0.003
146 C 4.70176 3.97166 -1.70382  -0.023
147 C 8.46338 1.88265 -3.69110  -0.015
148 H 9.75030 3.90660 -2.25354  0.089
149 H 10.13436 2.18520 -1.63757  0.093
150 H 9.26151 3.44323 -0.77408  0.087
151 H 8.54153 0.32094 -1.62613  0.087
152 H 8.15722 1.49123 -0.31836  0.107
153 H 6.25437 -0.15627 -0.60066  0.088
154 H 6.46803 -0.08817 -2.38062  0.086
155 H 5.15912 1.93620 -0.45870  0.098
156 H 4.38507 1.12449 -1.63660  0.095
157 H 4.02598 2.51730 -4.00609  0.054
158 H 5.60863 3.10552 -4.59716  0.063
159 H 5.17696 1.43958 -4.12425  0.071
160 H 4.45220 4.73368 -2.44217  0.074
161 H 3.78714 3.59084 -1.24936  0.074
162 H 5.25165 4.41518 -0.87374  0.088
163 H 8.11954 2.62441 -4.41197  0.073
164 H 7.99782 0.90240 -3.79346  0.070
165 H 9.52204 1.63203 -3.75832  0.079
166 H 7.14810 4.18485 -3.80663  0.069
167 C -6.29390 2.76391 -1.34623  -0.043
168 C -5.65178 2.37747 -0.03895  -0.501
169 C -4.26865 1.70294 -0.33109  -0.112
170 C -3.13524 2.69009 -0.57423  -0.171
171 C -3.04311 3.54663 0.69832  -0.156
172 C -4.31770 4.25541 0.95455  -0.475
173 N -5.53040 3.37185 0.99790  -0.115
174 O -6.65245 4.02680 1.54148  0.005
175 C -4.10025 4.79713 2.41412  -0.028
176 C -4.52872 5.46649 0.03097  -0.017
177 C -6.57166 1.29924 0.55174  -0.046
178 H -5.87043 3.69149 -1.73139  0.060
179 H -7.31985 3.11320 -1.22992  0.085
180 H -6.29111 2.08889 -2.20206  0.088
181 H -4.01702 0.89445 0.35529  0.103
182 H -4.26117 1.22834 -1.31232  0.114
183 H -3.21053 3.28369 -1.48532  0.105
184 H -2.18124 2.18776 -0.73437  0.092
185 H -2.29477 4.32525 0.55052  0.113
186 H -2.69728 2.82319 1.43665  0.125
187 H -4.34266 3.98355 3.09779  0.078
188 H -3.04315 4.97340 2.61308  0.062
189 H -4.69122 5.65946 2.72273  0.075
190 H -3.66547 6.03917 -0.30807  0.084
191 H -4.84177 5.12809 -0.95676  0.058
192 H -5.14975 6.22703 0.50424  0.081
193 H -7.51722 1.74162 0.86530  0.077
194 H -6.28340 0.74893 1.44737  0.059
195 H -6.73620 0.47284 -0.13969  0.086
196 H -6.71460 3.49635 2.33919  0.099
197 C -2.69711 -2.72442 -4.84976  -0.054
198 C -4.04562 -3.41812 -5.09272  -0.421
199 C -3.74646 -4.96132 -5.36177  -0.119
200 C -3.48268 -5.67479 -4.03929  -0.200
201 C -4.53228 -5.37107 -2.95882  -0.134
202 C -4.90042 -3.87693 -2.68351  -0.454
203 N -5.09709 -3.20549 -4.04330  -0.118
204 O -5.57431 -1.91021 -3.83100  -0.017
205 C -6.19165 -3.79344 -1.85752  -0.041
206 C -3.86221 -3.11738 -1.87877  -0.031
207 C -4.61460 -2.82216 -6.49977  -0.029
208 H -1.99748 -3.05181 -5.61880  0.089
209 H -2.14596 -3.09990 -3.98758  0.052
210 H -2.81683 -1.64678 -4.73818  0.085
211 H -4.65388 -5.42931 -5.74345  0.111
212 H -2.94393 -5.24060 -6.04446  0.112
213 H -2.61909 -5.35101 -3.45835  0.068
214 H -3.25607 -6.72853 -4.20168  0.111
215 H -4.25602 -5.88995 -2.04092  0.115
216 H -5.42226 -5.92347 -3.26030  0.105
217 H -6.77458 -2.90341 -1.62061  0.085
218 H -6.84139 -4.51706 -2.34977  0.075
219 H -5.95033 -4.20679 -0.87823  0.061
220 H -4.04203 -2.94207 -0.81810  0.065
221 H -2.91213 -3.64956 -1.83148  0.066
222 H -3.52039 -2.24126 -2.42985  0.065
223 H -5.63851 -3.17715 -6.61687  0.071
224 H -3.94804 -2.96551 -7.35021  0.076
225 H -4.67074 -1.73420 -6.46384  0.063
226 H -6.40125 -2.00279 -4.30977  0.104

## Properties
2S+1 = 2
net charge = -1
electronic energy = -124394.77670 eV
HOMO (alpha / beta) = 0.35 / -6.12 eV